{
  "formula": "C5H8N2",
  "method": "ωB97M-V/def2-TZVPD",
  "symbols": ["N", "N", "C", "C", "C", "C", "C", "H", "H", "H", "H", "H", "H", "H", "H"],
  "coordinates": [[0.04720, -0.82266, -0.32372], [0.97031, -0.01276, -0.06683], [0.61170, 1.35643, -0.10400], [-1.10733, 0.06982, -0.58970], [2.31193, -0.50236, 0.25343], [-2.29500, -0.35549, 0.27857], [-0.70839, 1.50461, -0.42408], [1.39219, 2.06394, 0.15532], [-1.35431, -0.12524, -1.64626], [-2.52261, -1.41635, 0.14129], [3.03960, 0.19751, -0.16515], [-2.07531, -0.17569, 1.33622], [-3.15633, 0.25584, -0.00154], [2.42246, -1.49497, -0.18541], [2.42391, -0.54263, 1.34185]],
  "forces_ev_per_angstrom": [[0.11, 0.37, -0.01], [-0.09, -0.17, 0.00], [-0.13, 0.18, 0.07], [-0.14, -0.02, 0.05], [0.02, 0.00, -0.03], [-0.05, -0.05, 0.02], [0.36, -0.29, 0.01], [-0.09, -0.11, -0.10], [0.04, 0.06, 0.09], [0.00, 0.16, 0.00], [-0.12, -0.16, 0.09], [-0.02, -0.01, -0.18], [0.13, -0.14, 0.08], [0.01, 0.18, 0.15], [-0.03, 0.00, -0.24]],
  "lowdin_charge": [0.1396, -0.1999, -0.1523, -0.4463, 0.0052, -0.0706, -0.0225, 0.0852, 0.1494, 0.0709, 0.0928, 0.0786, 0.0768, 0.0926, 0.1004],
  "total_energy_ev": -8291.0337,
  "gap_ev": [7.89, 7.89],
  "relative_energy_kcal_mol": 91.4,
  "e_lumo_ha": [-0.001, -0.001],
  "multiplicity": 1
}